Formula: C5H6O
Source: the OMol25 dataset
Level of theory: ωB97M-V/def2-TZVPD

Its frontier orbital gap is 11.1 eV. For the lowest unoccupied orbital energy, the calculation gives 1.06 eV. The calculation puts the HOMO energy at -10.08 eV. The maximum force is 0.6 eV/A. The value obtained for the molecular weight is 82.1 g mol⁻¹. For the total energy, the calculation gives -269.24143 Ha.

The geometry in ORCA input format:
```
! wB97M-V def2-TZVPD RIJCOSX def2/J DEFGRID3
* xyz 0 1
C 2.3669 0.3152 -0.1833
C 1.4721 -0.4572 0.0516
C 0.1828 -1.0996 0.3335
C -0.7680 0.0635 0.5601
C -1.2681 0.7918 -0.5978
O -2.1165 -0.0642 0.1700
H 3.1395 1.0208 -0.3931
H 0.2334 -1.7601 1.2059
H -0.1617 -1.7007 -0.5162
H -0.5963 0.6075 1.4909
H -1.0183 0.4229 -1.5947
H -1.4658 1.8604 -0.5270
*
```

Formula: C15H22B3BiF4N6O5
Source: the OMol25 dataset
Level of theory: ωB97M-V/def2-TZVPD

Its frontier orbital gap is 8.4 eV. For the lowest unoccupied orbital energy, the calculation gives -6.99 eV. The calculation puts the HOMO energy at -15.41 eV. The maximum force is 1.6 eV/A. The value obtained for the molecular weight is 683.8 g mol⁻¹. For the total energy, the calculation gives -1977.67400 Ha.

The geometry in ORCA input format:
```
! wB97M-V def2-TZVPD RIJCOSX def2/J DEFGRID3
* xyz 2 1
Bi -0.5072 0.4075 -0.8496
C 0.1519 3.0169 3.0097
C -0.1102 1.9532 2.0127
N 0.2072 2.0567 0.7654
O 0.8686 3.1351 0.3275
B 1.0256 3.2211 -1.1438
F -0.2309 2.9090 -1.6997
F 1.5127 4.3907 -1.5112
O 1.9811 2.1343 -1.6266
N 1.6691 0.8978 -1.2818
C 2.5940 0.0026 -1.1382
C 4.0223 0.3074 -1.3814
C 2.1696 -1.3210 -0.6674
N 0.9389 -1.3896 -0.2939
O 0.4437 -2.5658 0.2010
B -0.5483 -2.5851 1.1492
F -1.9514 -2.1290 -1.1493
F -1.0304 -3.7611 1.4314
O -1.0425 -1.5405 1.8650
N -0.5413 -0.2733 1.5942
C -0.7256 0.6803 2.4335
C -1.4300 0.5675 3.7263
C 3.1140 -2.4516 -0.5994
H 0.6939 3.8391 2.5474
H 0.7262 2.6389 3.8534
H -0.7909 3.3955 3.4054
H 4.1316 1.3300 -1.7376
H 4.4372 -0.3787 -2.1189
H 4.5998 0.2019 -0.4621
H -1.8352 -0.4351 3.8398
H -2.2392 1.2962 3.7773
H -0.7587 0.7729 4.5597
H 4.0609 -2.1680 -0.1458
H 3.3284 -2.7956 -1.6135
H 2.6726 -3.2797 -0.0480
O 0.2189 -1.1212 -2.8504
C 0.3942 -0.3844 -4.0517
C -0.6447 0.6978 -4.2186
C -0.8531 1.3393 -5.4330
C -1.8093 2.3394 -5.5028
C -2.5593 2.6359 -4.3705
C -2.2948 1.9412 -3.2056
N -1.3437 1.0140 -3.1344
H -0.5889 -1.6500 -2.9247
H 0.3827 -1.0623 -4.9141
H 1.3916 0.0655 -3.9914
H -0.2654 1.0664 -6.2937
H -1.9667 2.8784 -6.4248
H -3.3200 3.3999 -4.3880
H -2.8346 2.1353 -2.2903
B -5.7359 -2.3653 -1.4977
C -4.2087 -2.4886 -1.3610
N -3.3441 -1.5955 -1.2860
H -6.3661 -2.2658 -0.5270
H -6.2200 -2.4442 -2.5517
H -3.9395 -3.5535 -1.3240
*
```